[1]
Density functional theory data (ωB97M-V/def2-TZVPD) for a structure of composition C4H5N3O at a distorted geometry.

Output
Total energy: -10741.4492 eV
Multiplicity: 1
Energy above the lowest of the compared OMol25 structures with the same formula, charge and spin: 6.166 eV
Charge: 0
HOMO energy: -9.23 eV

Last column: natural (NBO) charge in e.
Element x y z (Å)
1 C -0.293 0.971 -0.650  0.13
2 C -0.250 -0.269 -0.024  -0.15
3 C 1.493 -1.793 -0.211  0.53
4 C -1.139 -0.071 1.013  0.25
5 H -0.603 3.085 -0.262  0.41
6 H -0.693 1.987 1.369  0.44
7 H 0.295 1.196 -1.554  0.22
8 H -0.257 -2.496 -0.593  0.36
9 H 1.883 -0.882 0.174  0.09
10 N -0.794 2.096 0.113  -0.84
11 N 0.350 -1.275 -0.693  -0.55
12 N -2.034 0.290 1.796  -0.33
13 O 2.041 -2.839 -0.478  -0.55



[2]
Density functional theory data (ωB97M-V/def2-TZVPD) for the molecule C5H10O at a distorted geometry.

Output
Total energy: -7392.9282 eV
Multiplicity: 1
Structure (SMILES): CC/C=C/CO
Energy above the lowest of the compared OMol25 structures with the same formula, charge and spin: 1.837 eV
Charge: 0
HOMO energy: -9.30 eV

Last column: natural (NBO) charge in e.
Element x y z (Å)
1 C -2.132 1.004 0.107  -0.59
2 C -1.356 -0.283 0.348  -0.44
3 C 0.104 0.048 0.402  -0.24
4 C 0.927 0.028 -0.656  -0.19
5 C 2.371 -0.265 -0.377  -0.11
6 O 2.161 -1.641 -0.043  -0.71
7 H -1.793 1.457 -0.831  0.21
8 H -1.928 1.721 0.910  0.20
9 H -3.208 0.830 0.053  0.21
10 H -1.543 -1.011 -0.453  0.21
11 H -1.688 -0.766 1.278  0.21
12 H 0.510 0.407 1.353  0.20
13 H 0.590 -0.291 -1.643  0.21
14 H 3.060 -0.157 -1.225  0.19
15 H 2.786 0.289 0.478  0.17
16 H 1.295 -1.507 0.433  0.48



[3]
Density functional theory data (ωB97M-V/def2-TZVPD) for a cluster of 4 separate species, C35H54F24IN2O7P2 in total at a distorted geometry.

Output
Total energy: -146379.1307 eV
Multiplicity: 1
Charge: -1
HOMO energy: -4.46 eV

Last column: Mulliken charge in e.
Element x y z (Å)
1 C 4.691 1.234 1.484  -1.02
2 C 3.611 0.618 0.478  0.50
3 O 3.386 1.266 -0.547  -0.58
4 N 3.044 -0.650 0.838  -0.26
5 C 1.779 -0.951 0.126  0.31
6 C 1.561 -2.519 0.084  -1.08
7 C 1.298 -3.190 1.524  -0.55
8 C -0.181 -3.746 1.672  -0.99
9 C -1.196 -2.879 2.486  -0.03
10 O -2.524 -3.120 1.944  -0.75
11 P -3.177 -1.746 1.036  1.18
12 C -2.326 -2.455 -0.528  0.12
13 C -2.703 -1.792 -1.904  0.60
14 N -3.765 -2.570 -2.627  -0.79
15 C -4.338 -1.111 2.393  -1.01
16 C -4.089 0.324 3.010  -0.20
17 C -4.834 1.560 2.325  0.57
18 C -4.658 2.773 3.376  -1.58
19 C -4.221 2.063 0.962  0.37
20 C -5.255 2.635 -0.101  -0.58
21 C -6.673 1.963 -0.141  -0.51
22 C -7.136 1.019 -1.045  0.34
23 C -8.658 0.848 -1.476  -1.27
24 C -6.114 0.003 -1.670  -0.26
25 O -1.789 -0.753 1.423  -0.55
26 C -1.148 -1.296 2.590  -0.08
27 P 0.384 -0.391 3.235  0.18
28 O 0.081 1.298 3.335  -0.52
29 I 0.557 -1.078 5.632  -0.06
30 H 5.719 0.930 1.109  0.26
31 H 4.509 0.904 2.548  0.33
32 H 4.634 2.349 1.341  0.30
33 H 2.812 -0.563 1.841  0.29
34 H 0.889 -0.389 0.563  -0.12
35 H 1.818 -0.612 -0.958  0.19
36 H 2.528 -2.960 -0.329  0.54
37 H 0.763 -2.787 -0.671  0.47
38 H 1.676 -2.571 2.384  0.28
39 H 1.972 -4.112 1.519  0.41
40 H -0.092 -4.748 2.211  0.40
41 H -0.507 -4.046 0.626  0.29
42 H -1.196 -3.291 3.548  0.40
43 H -4.308 -2.602 0.650  -0.08
44 H -3.813 -0.802 0.120  -0.61
45 H -1.206 -2.287 -0.390  -1.35
46 H -2.589 -3.552 -0.592  0.53
47 H -1.782 -1.898 -2.573  0.18
48 H -2.914 -0.683 -1.864  -0.33
49 H -4.508 -2.849 -1.988  0.26
50 H -4.115 -2.037 -3.425  0.25
51 H -4.299 -1.858 3.259  0.33
52 H -5.418 -1.155 2.032  0.40
53 H -4.529 0.295 4.067  0.34
54 H -3.015 0.633 3.151  -0.38
55 H -5.933 1.323 2.325  0.34
56 H -3.579 3.143 3.347  0.27
57 H -4.832 2.430 4.436  0.40
58 H -5.279 3.678 3.096  0.35
59 H -3.528 1.298 0.485  -0.43
60 H -3.528 2.933 1.218  0.44
61 H -5.368 3.748 0.093  0.42
62 H -4.816 2.539 -1.144  0.09
63 H -7.408 2.278 0.667  0.27
64 H -9.112 1.881 -1.450  0.35
65 H -9.158 0.176 -0.703  0.25
66 H -8.765 0.350 -2.482  0.32
67 H -5.105 0.505 -1.673  -0.39
68 H -6.360 -0.236 -2.756  0.46
69 H -6.105 -0.987 -1.118  0.16
70 H -1.873 -1.110 3.464  0.29
71 H -0.617 1.395 4.018  0.35
72 C 0.201 0.991 -4.709  -0.85
73 C -1.202 1.126 -4.069  1.16
74 C -2.010 2.381 -4.421  -0.12
75 F -1.397 3.527 -4.081  -0.23
76 F -3.192 2.373 -3.755  -0.22
77 F -1.083 0.979 -2.733  -0.18
78 F -1.925 0.053 -4.501  -0.33
79 O 1.353 1.386 -3.938  -0.35
80 C 1.732 2.739 -3.897  0.85
81 C 1.562 3.359 -2.502  0.39
82 F 0.309 3.225 -2.035  -0.18
83 F 1.830 4.689 -2.540  -0.30
84 F 1.092 3.417 -4.864  -0.30
85 F 3.044 2.767 -4.231  -0.32
86 H 0.353 -0.082 -4.851  0.44
87 H 0.232 1.410 -5.718  0.25
88 H -2.231 2.415 -5.491  0.28
89 H 2.240 2.886 -1.785  0.03
90 C 2.987 -3.275 8.399  -0.67
91 C 2.531 -2.101 9.298  0.78
92 C 3.187 -0.738 9.042  0.28
93 F 4.522 -0.750 9.188  -0.23
94 F 2.717 0.175 9.931  -0.28
95 F 2.657 -2.471 10.594  -0.28
96 F 1.195 -1.943 9.081  -0.28
97 O 3.993 -4.177 8.901  -0.41
98 C 5.351 -3.828 8.782  0.79
99 C 6.019 -3.569 10.140  0.20
100 F 5.373 -2.632 10.858  -0.21
101 F 7.288 -3.126 9.967  -0.26
102 F 5.481 -2.804 7.923  -0.28
103 F 5.958 -4.882 8.198  -0.30
104 H 2.107 -3.915 8.290  0.37
105 H 3.217 -2.947 7.383  0.40
106 H 2.953 -0.376 8.037  0.14
107 H 6.049 -4.484 10.736  0.22
108 C 4.330 3.284 -8.123  -0.89
109 C 3.343 2.097 -8.024  0.90
110 C 3.777 0.903 -7.164  0.33
111 F 4.919 0.331 -7.579  -0.24
112 F 2.829 -0.068 -7.209  -0.28
113 F 3.008 1.705 -9.275  -0.29
114 F 2.200 2.588 -7.466  -0.25
115 O 5.201 3.361 -9.269  -0.42
116 C 6.403 2.628 -9.270  0.80
117 C 6.413 1.504 -10.317  0.20
118 F 5.371 0.665 -10.176  -0.21
119 F 7.537 0.759 -10.201  -0.26
120 F 6.670 2.197 -8.027  -0.28
121 F 7.378 3.510 -9.575  -0.30
122 H 3.704 4.174 -8.224  0.44
123 H 4.881 3.437 -7.193  0.39
124 H 3.901 1.200 -6.119  0.13
125 H 6.373 1.919 -11.327  0.22